(1)
Formula: C4H7NO2
Source: OMol25
Level of theory: ωB97M-V/def2-TZVPD

Values from the calculation:
Relative energy (zero: lowest compared OMol25 entry of this formula, charge and spin) (kJ/mol): 479.5
SMILES string: C=C/C=N\O.C=O
Charge: 0
Kohn-Sham gap (eV): 9.7

Geometry (Å):
C (-0.007, -0.976, 1.633)
C (0.555, 0.764, -0.399)
C (-0.785, 0.125, -0.386)
C (0.672, 2.103, -0.362)
O (0.612, 0.044, 1.969)
O (-0.086, -1.753, -1.425)
N (-1.143, -0.923, -1.050)
H (-0.528, -2.523, -1.806)
H (-1.010, -1.224, 2.003)
H (0.556, -1.829, 1.217)
H (1.342, 0.120, -0.767)
H (-1.623, 0.759, -0.118)
H (1.635, 2.571, -0.242)
H (-0.191, 2.742, -0.267)

(2)
Formula: C4H13NO2
Source: OMol25
Level of theory: ωB97M-V/def2-TZVPD

Values from the calculation:
Relative energy (zero: lowest compared OMol25 entry of this formula, charge and spin) (kJ/mol): 712.1
Charge: 0
Kohn-Sham gap (eV): 4.5

Geometry (Å):
N (3.280, 0.608, -0.858)
C (1.528, -0.327, 0.613)
C (-1.925, -1.296, -0.584)
C (-0.541, -1.453, -0.155)
C (0.289, -0.354, -0.032)
H (2.383, 0.004, -0.299)
H (2.778, 1.245, -1.452)
H (1.759, -1.150, 1.299)
H (1.646, 0.589, 1.192)
H (-2.141, -0.220, -0.561)
H (-2.581, -1.779, 0.143)
H (-2.152, -1.627, -1.600)
H (-0.160, -2.403, 0.219)
H (-0.014, 0.503, -0.645)
H (-1.733, 1.467, 2.424)
H (-1.728, 1.096, 0.899)
O (-1.592, 0.716, 1.842)
H (4.207, 0.252, -0.997)
H (-1.635, 2.497, -0.928)
O (-1.669, 1.632, -0.519)

(3)
Formula: C4H14N3O
Source: OMol25
Level of theory: ωB97M-V/def2-TZVPD

Values from the calculation:
Relative energy (zero: lowest compared OMol25 entry of this formula, charge and spin) (kJ/mol): 94.8
Charge: +1
Kohn-Sham gap (eV): 10.2

Geometry (Å):
C (-1.118, 0.468, -1.426)
C (-0.399, 1.285, -0.366)
C (-0.493, 0.719, 1.073)
N (-0.155, -0.652, 3.501)
C (0.054, -1.207, 2.297)
N (0.005, -0.611, 1.174)
N (-0.277, -0.744, -1.708)
H (-1.214, 1.046, -2.333)
H (-2.033, 0.081, -1.038)
H (-0.718, 2.304, -0.264)
H (0.669, 1.405, -0.548)
H (-1.510, 0.861, 1.428)
H (0.016, 1.460, 1.716)
H (0.036, -1.194, 4.312)
H (-0.852, 0.098, 3.583)
H (0.342, -2.265, 2.303)
H (-0.690, -1.434, -2.326)
H (-0.054, -1.107, -0.730)
H (0.615, -0.417, -2.115)
H (2.817, 0.158, -2.109)
H (2.745, -0.317, -3.574)
O (2.211, 0.063, -2.852)

(4)
Formula: C47H40N8O3PY
Source: OMol25
Level of theory: ωB97M-V/def2-TZVPD

Values from the calculation:
Relative energy (zero: lowest compared OMol25 entry of this formula, charge and spin) (kJ/mol): 36.1
Charge: 0
Kohn-Sham gap (spin up / spin down) (eV): 4.9 / 5.1

Geometry (Å):
Y (0.147, 0.520, 0.262)
C (1.555, 5.510, -3.986)
C (2.882, 5.167, -3.708)
C (3.197, 4.294, -2.680)
C (2.147, 3.765, -1.945)
C (2.112, 2.842, -0.804)
N (3.190, 2.423, -0.175)
C (3.175, 1.639, 0.905)
C (4.334, 1.379, 1.746)
C (5.654, 1.812, 1.684)
C (6.524, 1.359, 2.656)
C (6.089, 0.501, 3.678)
C (4.777, 0.077, 3.749)
C (3.899, 0.521, 2.766)
C (2.487, 0.273, 2.522)
N (1.723, -0.533, 3.265)
C (0.410, -0.596, 3.176)
N (-0.413, 0.227, 2.463)
C (-1.713, -0.081, 2.713)
N (-2.776, 0.573, 2.287)
C (-2.731, 1.559, 1.393)
N (-1.713, 1.874, 0.550)
C (-2.048, 2.955, -0.197)
N (-1.303, 3.571, -1.112)
C (-0.005, 3.386, -1.250)
N (0.806, 2.609, -0.483)
C (0.823, 4.108, -2.221)
C (0.508, 4.992, -3.243)
C (-3.398, 3.375, 0.168)
C (-4.209, 4.413, -0.276)
C (-5.458, 4.540, 0.304)
C (-5.888, 3.659, 1.304)
C (-5.080, 2.630, 1.752)
C (-3.827, 2.496, 1.167)
C (-1.753, -1.226, 3.630)
C (-2.802, -1.947, 4.181)
C (-2.482, -3.000, 5.022)
C (-1.152, -3.320, 5.314)
C (-0.103, -2.596, 4.771)
C (-0.425, -1.548, 3.921)
N (2.120, 0.948, 1.402)
H (1.350, 6.199, -4.795)
H (3.672, 5.597, -4.310)
H (4.220, 4.029, -2.450)
H (5.977, 2.478, 0.894)
H (7.561, 1.669, 2.638)
H (6.802, 0.170, 4.422)
H (4.437, -0.581, 4.538)
H (-0.520, 5.262, -3.445)
H (-3.866, 5.091, -1.045)
H (-6.121, 5.334, -0.016)
H (-6.873, 3.795, 1.733)
H (-5.402, 1.950, 2.528)
H (-3.828, -1.694, 3.955)
H (-3.272, -3.589, 5.467)
H (-0.948, -4.149, 5.980)
H (0.929, -2.828, 4.993)
C (-6.410, -2.769, -2.934)
O (-5.489, -2.533, -1.886)
C (-4.305, -1.948, -2.185)
C (-3.932, -1.590, -3.496)
C (-2.709, -1.004, -3.684)
C (-1.812, -0.739, -2.628)
C (-0.530, -0.151, -2.924)
C (-0.139, 0.156, -4.351)
O (0.323, 0.128, -2.054)
C (-2.209, -1.105, -1.292)
O (-1.461, -0.895, -0.267)
C (-3.463, -1.721, -1.120)
H (-7.278, -3.226, -2.466)
H (-6.000, -3.455, -3.680)
H (-6.708, -1.835, -3.417)
H (-4.584, -1.765, -4.337)
H (-2.428, -0.736, -4.693)
H (-0.087, -0.755, -4.948)
H (0.835, 0.638, -4.336)
H (-0.862, 0.820, -4.824)
H (-3.772, -1.994, -0.120)
C (0.659, -4.762, -1.365)
C (0.241, -3.389, -0.853)
P (1.517, -2.359, -0.024)
C (2.864, -2.328, -1.281)
C (3.783, -1.121, -1.136)
C (2.181, -3.510, 1.250)
C (3.554, -3.135, 1.792)
H (-0.135, -5.200, -1.972)
H (0.862, -5.459, -0.551)
H (1.554, -4.711, -1.987)
H (-0.602, -3.463, -0.161)
H (-0.131, -2.775, -1.679)
H (2.377, -2.297, -2.261)
H (3.425, -3.267, -1.242)
H (3.234, -0.193, -1.308)
H (4.595, -1.160, -1.864)
H (4.230, -1.055, -0.142)
H (2.232, -4.510, 0.809)
H (1.444, -3.561, 2.057)
H (4.312, -3.188, 1.010)
H (3.853, -3.828, 2.580)
H (3.570, -2.132, 2.214)

(5)
Formula: C29H88BIO16P
Source: OMol25
Level of theory: ωB97M-V/def2-TZVPD

Values from the calculation:
Charge: +1
Kohn-Sham gap (eV): 7.4

Geometry (Å):
O (-1.407, 1.120, 0.625)
B (0.039, 0.750, 0.525)
O (0.481, -0.168, -0.544)
O (0.944, 1.373, 1.509)
P (1.532, 2.926, 0.993)
C (0.586, 3.721, -0.460)
C (0.812, 5.348, -0.624)
C (2.322, 5.787, -1.084)
I (3.179, 4.599, -2.717)
H (-1.713, 1.450, -0.292)
H (-0.157, -0.071, -1.331)
H (2.961, 2.756, 0.724)
H (1.461, 3.801, 2.168)
H (-0.584, 3.583, -0.272)
H (0.803, 3.117, -1.462)
H (0.587, 5.877, 0.405)
H (0.047, 5.708, -1.464)
H (3.099, 5.871, -0.183)
H (2.230, 6.901, -1.504)
C (-1.330, -3.166, 2.118)
C (-2.497, -3.349, 1.171)
O (-3.425, -2.286, 1.332)
H (-1.677, -3.137, 3.156)
H (-0.608, -3.980, 2.009)
H (-0.821, -2.215, 1.926)
H (-3.016, -4.290, 1.380)
H (-2.160, -3.366, 0.130)
H (-2.956, -1.457, 1.135)
C (-4.833, -0.845, 4.902)
C (-6.142, -1.538, 4.586)
O (-6.326, -1.608, 3.179)
H (-4.821, 0.165, 4.481)
H (-4.678, -0.779, 5.983)
H (-3.991, -1.386, 4.458)
H (-6.982, -0.983, 5.013)
H (-6.157, -2.554, 4.993)
H (-5.579, -2.110, 2.811)
C (4.347, -1.614, 1.466)
C (3.127, -2.187, 0.775)
O (2.008, -2.140, 1.648)
H (4.572, -2.174, 2.379)
H (5.220, -1.647, 0.807)
H (4.171, -0.575, 1.765)
H (3.300, -3.231, 0.498)
H (2.888, -1.624, -0.132)
H (1.858, -1.208, 1.882)
C (1.368, -3.632, -1.918)
C (1.583, -2.916, -3.235)
O (0.633, -1.871, -3.380)
H (0.356, -4.048, -1.866)
H (2.090, -4.444, -1.793)
H (1.470, -2.937, -1.078)
H (1.459, -3.609, -4.072)
H (2.588, -2.487, -3.289)
H (0.756, -1.257, -2.637)
C (-0.966, 1.433, 4.719)
C (-1.863, 2.381, 5.487)
O (-2.114, 3.545, 4.713)
H (-0.016, 1.918, 4.470)
H (-0.759, 0.532, 5.304)
H (-1.431, 1.140, 3.772)
H (-1.385, 2.689, 6.421)
H (-2.820, 1.907, 5.728)
H (-2.546, 3.262, 3.889)
C (-5.249, 3.160, -2.812)
C (-4.371, 2.544, -1.743)
O (-3.080, 2.276, -2.270)
H (-5.337, 2.489, -3.672)
H (-6.249, 3.369, -2.423)
H (-4.812, 4.094, -3.181)
H (-4.799, 1.600, -1.393)
H (-4.267, 3.215, -0.885)
H (-2.705, 3.121, -2.571)
C (4.483, 2.888, 5.283)
C (3.174, 2.195, 4.966)
O (2.990, 2.125, 3.560)
H (4.496, 3.899, 4.861)
H (4.638, 2.954, 6.364)
H (5.325, 2.347, 4.839)
H (2.334, 2.750, 5.393)
H (3.159, 1.179, 5.373)
H (3.737, 1.623, 3.191)
C (-0.988, 0.241, -5.999)
C (-1.886, 1.189, -5.231)
O (-2.137, 2.353, -6.005)
H (-0.039, 0.726, -6.248)
H (-0.782, -0.660, -5.414)
H (-1.454, -0.053, -6.945)
H (-1.408, 1.496, -4.296)
H (-2.842, 0.715, -4.990)
H (-2.569, 2.070, -6.829)
C (1.003, 5.282, 9.018)
C (2.055, 4.593, 8.174)
O (1.434, 3.720, 7.241)
H (0.396, 4.545, 9.554)
H (1.466, 5.955, 9.745)
H (0.319, 5.860, 8.388)
H (2.723, 3.999, 8.804)
H (2.657, 5.323, 7.624)
H (0.849, 4.259, 6.681)
C (6.392, 3.291, -5.971)
C (5.172, 2.717, -6.662)
O (4.053, 2.765, -5.789)
H (6.617, 2.730, -5.058)
H (7.265, 3.258, -6.630)
H (6.216, 4.329, -5.672)
H (5.345, 1.673, -6.939)
H (4.934, 3.281, -7.569)
H (3.903, 3.697, -5.555)
C (9.591, 4.868, -8.657)
C (8.385, 4.377, -9.432)
O (7.199, 4.941, -8.892)
H (9.505, 4.597, -7.600)
H (10.513, 4.438, -9.058)
H (9.661, 5.959, -8.701)
H (8.306, 3.288, -9.367)
H (8.457, 4.655, -10.488)
H (7.276, 5.907, -8.962)
C (-4.569, -8.149, 0.094)
C (-3.161, -7.592, 0.080)
O (-2.912, -6.874, 1.279)
H (-5.301, -7.341, 0.195)
H (-4.779, -8.702, -0.826)
H (-4.713, -8.818, 0.948)
H (-3.028, -6.907, -0.762)
H (-2.422, -8.395, -0.008)
H (-3.024, -7.493, 2.021)
C (-8.164, -11.531, 0.395)
C (-6.756, -10.974, 0.382)
O (-6.507, -10.256, 1.581)
H (-8.896, -10.723, 0.496)
H (-8.374, -12.084, -0.525)
H (-8.308, -12.200, 1.249)
H (-6.623, -10.289, -0.461)
H (-6.017, -11.777, 0.293)
H (-6.619, -10.875, 2.322)

(6)
Formula: C7H8Br2O2
Source: OMol25
Level of theory: ωB97M-V/def2-TZVPD

Values from the calculation:
Relative energy (zero: lowest compared OMol25 entry of this formula, charge and spin) (kJ/mol): 0.0
SMILES string: CC(C)[C@@]1(Br)OC(=O)C=C1Br
Charge: 0
Kohn-Sham gap (eV): 10.2

Geometry (Å):
C (-3.010, -0.737, -0.686)
C (-2.564, 0.232, 0.113)
C (-2.302, -0.631, -1.979)
C (-1.323, 0.888, -0.502)
C (0.051, -0.941, 0.554)
C (1.180, 1.006, -0.406)
C (-0.063, 0.597, 0.328)
O (-2.547, -1.296, -2.957)
O (-1.255, 0.239, -1.854)
Br (-3.027, 0.638, 1.853)
Br (-1.719, 2.778, -0.629)
H (-3.781, -1.512, -0.643)
H (-0.907, -1.431, 1.094)
H (1.033, -1.046, 1.027)
H (0.161, -1.429, -0.545)
H (1.417, 0.565, -1.356)
H (1.972, 0.728, 0.144)
H (1.241, 2.169, -0.605)
H (-0.305, 1.118, 1.392)

(7)
Formula: C5H13N3O
Source: OMol25
Level of theory: ωB97M-V/def2-TZVPD

Values from the calculation:
Relative energy (zero: lowest compared OMol25 entry of this formula, charge and spin) (kJ/mol): 482.5
Charge: 0
Kohn-Sham gap (eV): 7.8

Geometry (Å):
C (1.358, 0.446, 0.970)
C (1.845, -0.449, -0.080)
C (-1.588, -1.147, -1.382)
C (1.221, -0.020, 2.373)
N (-0.796, 0.632, 0.217)
C (-0.397, -0.324, -0.881)
N (-1.699, 1.701, -0.030)
O (0.003, 0.620, -1.924)
N (0.578, -1.156, -0.358)
H (0.380, 0.092, -2.637)
H (-1.156, 0.077, 0.986)
H (1.323, 1.513, 0.804)
H (-1.315, 2.217, -0.814)
H (-2.614, 1.349, -0.311)
H (2.284, 0.079, -0.932)
H (2.560, -1.184, 0.298)
H (-2.406, -0.488, -1.683)
H (-1.927, -1.831, -0.603)
H (-1.294, -1.738, -2.248)
H (0.407, 0.474, 2.906)
H (2.148, 0.237, 2.908)
H (1.086, -1.100, 2.421)

(8)
Formula: C2H8NOPS2
Source: OMol25
Level of theory: ωB97M-V/def2-TZVPD

Values from the calculation:
Relative energy (zero: lowest compared OMol25 entry of this formula, charge and spin) (kJ/mol): 176.3
SMILES string: CO[P@@](N)(=S)SC
Charge: 0
Kohn-Sham gap (eV): 8.4

Geometry (Å):
C (-0.551, 1.987, -0.552)
C (1.825, -1.199, -0.770)
N (-0.387, -0.878, 1.778)
O (0.034, 0.844, 0.066)
P (-0.837, -0.475, 0.220)
S (-3.180, -0.084, -0.005)
S (0.158, -1.873, -0.893)
H (-1.249, 1.708, -1.389)
H (0.235, 2.660, -0.784)
H (-1.143, 2.532, 0.052)
H (2.146, -1.568, 0.213)
H (1.854, -0.078, -0.947)
H (2.343, -1.814, -1.502)
H (-0.873, -1.674, 2.129)
H (-0.378, -0.089, 2.384)

Please write out number 2 again, unchanged.
Formula: C4H13NO2
Source: OMol25
Level of theory: ωB97M-V/def2-TZVPD

Values from the calculation:
Relative energy (zero: lowest compared OMol25 entry of this formula, charge and spin) (kJ/mol): 712.1
Charge: 0
Kohn-Sham gap (eV): 4.5

Geometry (Å):
N (3.280, 0.608, -0.858)
C (1.528, -0.327, 0.613)
C (-1.925, -1.296, -0.584)
C (-0.541, -1.453, -0.155)
C (0.289, -0.354, -0.032)
H (2.383, 0.004, -0.299)
H (2.778, 1.245, -1.452)
H (1.759, -1.150, 1.299)
H (1.646, 0.589, 1.192)
H (-2.141, -0.220, -0.561)
H (-2.581, -1.779, 0.143)
H (-2.152, -1.627, -1.600)
H (-0.160, -2.403, 0.219)
H (-0.014, 0.503, -0.645)
H (-1.733, 1.467, 2.424)
H (-1.728, 1.096, 0.899)
O (-1.592, 0.716, 1.842)
H (4.207, 0.252, -0.997)
H (-1.635, 2.497, -0.928)
O (-1.669, 1.632, -0.519)